{
  "formula": "C17H23AuN7O4PS",
  "method": "ωB97M-V with the def2-TZVPD basis set",
  "symbols": ["Au", "O", "C", "C", "C", "C", "C", "C", "C", "O", "N", "O", "O", "H", "H", "H", "H", "C", "N", "C", "N", "C", "N", "C", "P", "C", "C", "H", "H", "H", "H", "H", "H", "H", "H", "H", "H", "H", "H", "C", "C", "C", "N", "N", "C", "N", "S", "H", "H", "H", "H", "H", "H", "H"],
  "positions_angstrom": [[0.36, -0.58, -0.81], [2.19, -0.32, -1.79], [2.38, 0.26, -2.87], [1.57, 1.20, -3.56], [2.08, 1.75, -4.76], [1.44, 2.79, -5.38], [0.25, 3.32, -4.87], [-0.31, 2.77, -3.75], [0.31, 1.68, -3.06], [-0.30, 1.21, -2.05], [2.03, 3.38, -6.59], [2.89, 2.74, -7.12], [1.58, 4.44, -6.93], [3.34, 0.05, -3.35], [2.98, 1.34, -5.20], [-0.24, 4.15, -5.37], [-1.23, 3.15, -3.35], [1.63, -0.20, 4.79], [0.30, -0.52, 4.31], [-0.51, 0.68, 4.20], [0.14, 1.61, 3.29], [1.47, 1.94, 3.75], [2.26, 0.73, 3.86], [2.62, 0.14, 2.62], [1.08, -0.44, 1.67], [0.29, -1.34, 3.15], [0.12, 1.16, 1.93], [2.23, -1.11, 4.86], [1.56, 0.27, 5.77], [-0.61, 1.14, 5.18], [-1.50, 0.43, 3.82], [1.41, 2.43, 4.73], [1.95, 2.63, 3.04], [3.28, -0.72, 2.77], [3.16, 0.87, 1.99], [0.86, -2.27, 3.32], [-0.73, -1.62, 2.87], [-0.92, 0.98, 1.61], [0.54, 1.93, 1.27], [-2.91, -5.24, -0.43], [-3.04, -4.31, 0.79], [-2.72, -2.94, 0.37], [-1.58, -2.37, 0.43], [-1.52, -1.16, -0.15], [-2.68, -0.75, -0.67], [-2.84, 0.43, -1.24], [-3.94, -1.92, -0.42], [-3.19, -6.25, -0.16], [-1.88, -5.25, -0.78], [-3.55, -4.91, -1.24], [-2.35, -4.63, 1.57], [-4.06, -4.36, 1.17], [-2.01, 0.95, -1.52], [-3.72, 0.67, -1.67]],
  "nbo_charge": [1.20, -0.62, 0.45, -0.34, -0.07, -0.02, -0.07, -0.32, 0.53, -0.79, 0.54, -0.35, -0.34, 0.21, 0.26, 0.27, 0.24, -0.08, -0.41, -0.07, -0.44, -0.08, -0.38, -0.45, 0.87, -0.47, -0.51, 0.22, 0.24, 0.24, 0.21, 0.24, 0.22, 0.25, 0.25, 0.25, 0.25, 0.23, 0.24, -0.59, -0.47, 0.13, -0.29, -0.44, 0.27, -0.76, 0.45, 0.25, 0.22, 0.21, 0.25, 0.24, 0.45, 0.43],
  "total_charge": 2,
  "max_force_ev_per_a": 2.55,
  "homo_lumo_gap_ev": [4.477, 4.464],
  "e_above_lowest_kcal_mol": 57.53,
  "total_energy_ha": -2220.328375
}

{
  "formula": "C20H31N7OPtS",
  "method": "ωB97M-V with the def2-TZVPD basis set",
  "symbols": ["Pt", "C", "C", "N", "C", "C", "C", "S", "N", "C", "O", "C", "C", "C", "C", "C", "C", "H", "H", "H", "H", "H", "H", "H", "H", "H", "H", "H", "H", "H", "H", "H", "N", "C", "C", "N", "C", "C", "H", "H", "H", "H", "H", "H", "H", "H", "H", "H", "H", "N", "C", "C", "N", "C", "C", "N", "H", "H", "H", "H", "H"],
  "positions_angstrom": [[-0.01, -1.37, 0.43], [-1.13, 3.51, 3.37], [-2.23, 2.71, 2.72], [-2.06, 2.59, 1.29], [-2.85, 3.49, 0.45], [-4.20, 2.86, 0.15], [-1.38, 1.63, 0.69], [-0.53, 0.52, 1.76], [-1.45, 1.60, -0.66], [-0.69, 0.87, -1.45], [0.21, 0.05, -1.12], [-0.93, 1.06, -2.91], [-1.70, 2.10, -3.36], [-1.92, 2.27, -4.72], [-1.36, 1.39, -5.61], [-0.62, 0.32, -5.15], [-0.37, 0.16, -3.80], [-1.31, 3.64, 4.43], [-1.09, 4.48, 2.91], [-0.16, 3.04, 3.30], [-3.14, 3.26, 2.92], [-2.37, 1.71, 3.20], [-2.30, 3.70, -0.46], [-2.92, 4.39, 1.03], [-4.09, 1.99, -0.47], [-4.83, 3.57, -0.36], [-4.79, 2.57, 1.03], [-2.12, 2.74, -2.65], [-2.53, 3.07, -5.10], [-1.53, 1.55, -6.67], [-0.25, -0.39, -5.87], [0.19, -0.69, -3.45], [4.68, 0.67, 1.37], [4.42, -0.58, 2.15], [2.97, -0.99, 1.91], [2.59, -1.13, 0.49], [2.98, 0.02, -0.30], [4.43, 0.44, -0.09], [5.63, 1.02, 1.55], [4.04, 1.41, 1.68], [4.65, -0.37, 3.22], [5.13, -1.31, 1.80], [2.26, -0.23, 2.32], [2.77, -1.92, 2.44], [3.03, -1.98, 0.12], [2.35, 0.87, -0.07], [2.82, -0.21, -1.35], [4.63, 1.36, -0.59], [5.21, -0.25, -0.46], [-1.87, -6.23, -0.72], [-1.13, -5.52, 0.14], [-0.85, -4.13, -0.07], [-0.11, -3.46, 0.82], [0.43, -4.14, 1.83], [0.20, -5.49, 2.02], [-0.60, -6.13, 1.21], [-2.44, -5.74, -1.37], [-2.10, -7.18, -0.46], [-1.27, -3.54, -0.87], [1.06, -3.61, 2.52], [0.56, -6.03, 2.90]],
  "nbo_charge": [0.99, -0.61, -0.23, -0.35, -0.21, -0.63, 0.38, -0.21, -0.65, 0.67, -0.75, -0.10, -0.16, -0.20, -0.17, -0.21, -0.19, 0.24, 0.22, 0.20, 0.23, 0.23, 0.24, 0.21, 0.22, 0.24, 0.22, 0.22, 0.23, 0.23, 0.22, 0.21, -0.49, -0.25, -0.27, -0.61, -0.26, -0.25, 0.45, 0.43, 0.26, 0.23, 0.23, 0.24, 0.39, 0.23, 0.27, 0.25, 0.24, -0.75, 0.38, -0.04, -0.49, -0.07, 0.06, -0.40, 0.41, 0.43, 0.22, 0.20, 0.23],
  "total_charge": 2,
  "max_force_ev_per_a": 1.59,
  "homo_lumo_gap_ev": [8.245, 6.308],
  "s2": 2.0069,
  "e_above_lowest_kcal_mol": 1.37,
  "spin_multiplicity": 3,
  "total_energy_ha": -1756.191023
}

What is the formula in the second record?
C20H31N7OPtS

Number 2 is which compound?
C20H31N7OPtS